(1)
{
  "formula": "C22H62BNNbO7",
  "method": "ωB97M-V with the def2-TZVPD basis set",
  "molar_mass_da": 556.5,
  "orbital_gap_ev": 5.847,
  "charge": -1,
  "symbols": ["C", "N", "C", "Nb", "B", "O", "O", "H", "H", "H", "H", "H", "H", "H", "H", "H", "H", "H", "H", "C", "C", "O", "C", "C", "H", "H", "H", "H", "H", "H", "H", "H", "H", "H", "C", "C", "O", "C", "C", "H", "H", "H", "H", "H", "H", "H", "H", "H", "H", "C", "C", "O", "C", "C", "H", "H", "H", "H", "H", "H", "H", "H", "H", "H", "C", "C", "O", "C", "C", "H", "H", "H", "H", "H", "H", "H", "H", "H", "H", "C", "C", "O", "C", "C", "H", "H", "H", "H", "H", "H", "H", "H", "H", "H"],
  "xyz": [[3.4129, -3.9459, -1.1696], [2.1803, -4.5933, -1.5838], [1.2630, -3.7324, -2.3397], [0.0017, -2.5094, -0.8967], [-0.8753, -4.7475, -0.8031], [-2.1892, -4.8411, -1.2881], [-0.3102, -5.9393, -0.4255], [3.2421, -3.4053, -0.2312], [4.1989, -4.6945, -1.0176], [3.7668, -3.2061, -1.9112], [2.3672, -5.4594, -2.0705], [0.6731, -4.3793, -2.9996], [1.8070, -3.0066, -2.9781], [0.9412, -2.9467, 0.6593], [1.2608, -1.0877, -0.8268], [-1.1142, -1.7195, -2.2272], [-1.3616, -2.1584, 0.3542], [-2.8299, -4.5376, -0.6352], [0.4986, -5.7261, 0.0536], [3.0191, 1.3797, 1.6893], [1.6366, 1.8135, 1.2295], [0.5957, 0.9946, 1.7179], [0.4304, 0.9120, 3.1166], [0.1264, 2.2389, 3.7961], [3.1771, 0.3327, 1.4267], [3.7781, 1.9884, 1.1931], [3.1513, 1.4968, 2.7668], [1.5640, 1.7120, 0.1455], [1.4584, 2.8691, 1.4794], [1.3098, 0.4536, 3.5880], [-0.3973, 0.2133, 3.2434], [0.9599, 2.9392, 3.7203], [-0.0716, 2.0670, 4.8566], [-0.7435, 2.7124, 3.3461], [-1.3764, 6.3611, -0.2681], [-0.4313, 5.3041, 0.2780], [-0.9188, 4.6201, 1.4169], [-2.1298, 3.8967, 1.2301], [-2.0694, 2.8401, 0.1459], [-1.6393, 7.0790, 0.5104], [-0.8873, 6.9050, -1.0790], [-2.2934, 5.9261, -0.6673], [0.4946, 5.7720, 0.6198], [-0.1597, 4.5965, -0.5140], [-2.9629, 4.5865, 1.0425], [-2.3136, 3.4346, 2.2000], [-1.9421, 3.2816, -0.8444], [-2.9994, 2.2699, 0.1331], [-1.2437, 2.1464, 0.3154], [-6.9330, -4.9746, -0.7318], [-5.9729, -5.3002, 0.4006], [-5.2207, -4.1910, 0.8542], [-5.9474, -3.0923, 1.3672], [-6.8060, -3.4285, 2.5765], [-6.3944, -4.5139, -1.5609], [-7.4009, -5.8944, -1.0879], [-7.7284, -4.2977, -0.4156], [-5.2219, -6.0133, 0.0595], [-6.5156, -5.7717, 1.2304], [-6.5653, -2.6317, 0.5863], [-5.1787, -2.3680, 1.6363], [-7.6139, -4.1192, 2.3298], [-7.2580, -2.5142, 2.9655], [-6.1953, -3.8776, 3.3612], [6.3569, -7.0233, -2.2622], [4.9067, -7.4474, -2.4249], [4.1816, -6.6693, -3.3586], [4.6543, -6.6677, -4.6909], [4.6646, -8.0393, -5.3473], [6.4136, -5.9645, -2.0055], [6.8176, -7.6023, -1.4598], [6.9399, -7.1909, -3.1692], [4.3681, -7.3086, -1.4867], [4.8512, -8.5144, -2.6751], [5.6520, -6.2154, -4.7529], [3.9681, -6.0035, -5.2167], [5.3753, -8.7173, -4.8722], [4.9519, -7.9386, -6.3955], [3.6723, -8.4897, -5.2982], [1.6553, 9.4434, 0.3666], [0.4259, 10.3198, 0.1958], [-0.7163, 9.8544, 0.8925], [-0.5899, 9.7426, 2.2997], [-0.2926, 11.0567, 3.0027], [1.4306, 8.4133, 0.0852], [2.4585, 9.8117, -0.2737], [2.0243, 9.4450, 1.3929], [0.1162, 10.3298, -0.8498], [0.6597, 11.3551, 0.4738], [0.1665, 8.9953, 2.5658], [-1.5532, 9.3496, 2.6258], [0.6872, 11.4542, 2.7345], [-0.3011, 10.8995, 4.0826], [-1.0479, 11.8032, 2.7522]],
  "forces_ev_per_angstrom": [[-0.2, 0.1, 0.1], [0.2, 0.0, 0.0], [-0.9, -0.7, 0.1], [0.0, 0.6, -0.6], [0.4, 0.6, 0.9], [0.0, -0.2, -0.1], [-0.1, -0.1, 0.2], [0.1, 0.0, -0.1], [-0.1, 0.1, 0.0], [0.1, -0.2, 0.0], [0.1, 0.2, -0.2], [0.1, 0.2, -0.1], [-0.1, 0.0, 0.1], [-0.4, 0.4, 0.0], [0.3, -0.8, 0.2], [0.1, 0.3, 0.4], [0.0, -0.8, -0.5], [0.1, 0.3, -0.1], [0.3, 0.1, -0.4], [0.0, 0.0, 0.0], [0.1, 0.0, 0.0], [-0.2, 0.1, 0.0], [0.1, 0.0, 0.0], [0.0, 0.0, 0.0], [0.0, 0.0, 0.0], [0.0, 0.0, 0.0], [0.0, 0.0, 0.0], [0.0, 0.0, 0.0], [0.0, 0.0, 0.0], [0.0, 0.0, -0.1], [0.0, 0.0, 0.1], [0.0, 0.0, 0.0], [0.0, 0.0, 0.0], [0.0, 0.0, 0.0], [0.0, 0.0, 0.1], [0.1, -0.1, 0.0], [-0.1, 0.1, 0.0], [0.0, 0.0, 0.0], [0.2, 0.0, -0.1], [0.0, 0.0, 0.0], [0.0, 0.0, 0.0], [0.0, 0.0, 0.0], [0.0, 0.0, 0.0], [0.0, 0.0, 0.0], [0.0, 0.0, 0.0], [-0.1, 0.0, 0.0], [-0.1, 0.0, 0.0], [0.0, 0.0, 0.0], [0.0, 0.0, 0.1], [0.1, 0.0, 0.0], [0.0, 0.0, 0.0], [0.1, -0.1, 0.0], [0.0, 0.0, 0.0], [0.1, 0.0, 0.0], [0.0, 0.0, 0.0], [0.0, 0.0, 0.0], [0.0, 0.0, 0.0], [0.0, 0.0, 0.0], [0.0, 0.0, 0.0], [0.0, 0.0, 0.0], [0.0, 0.0, 0.0], [0.0, 0.0, 0.0], [0.0, 0.0, 0.0], [0.0, 0.0, 0.0], [0.0, 0.0, 0.0], [0.0, 0.0, 0.0], [0.0, 0.0, 0.0], [0.0, 0.0, 0.0], [0.0, 0.0, 0.0], [0.0, 0.0, 0.0], [0.0, 0.0, 0.0], [0.0, 0.0, 0.0], [0.0, 0.0, 0.0], [0.0, 0.0, 0.0], [0.0, 0.0, 0.0], [0.0, 0.0, 0.0], [0.0, 0.0, 0.0], [0.0, 0.0, 0.0], [0.0, 0.0, 0.0], [0.0, 0.0, 0.0], [0.0, 0.0, 0.0], [0.0, 0.0, 0.0], [0.0, 0.0, 0.0], [0.0, 0.0, 0.0], [0.0, 0.0, 0.0], [0.0, 0.0, 0.0], [0.0, 0.0, 0.0], [0.0, 0.0, 0.0], [0.0, 0.0, 0.0], [0.0, 0.0, 0.0], [0.0, 0.0, 0.0], [0.0, 0.0, 0.0], [0.0, 0.0, 0.0], [0.0, 0.0, 0.0]],
  "lowdin_charge": [-0.1784, -0.2130, -0.4265, 0.8273, -0.8178, 0.0065, 0.0602, 0.0380, 0.0544, 0.0655, 0.0721, 0.0352, 0.0303, -0.1333, -0.1491, -0.1630, -0.1386, 0.0520, 0.0554, -0.0801, -0.2953, -0.1904, -0.2708, -0.0705, 0.0803, 0.0709, 0.0616, 0.1106, 0.1002, 0.1074, 0.1215, 0.0697, 0.0729, 0.0480, -0.0771, -0.2877, -0.1730, -0.2783, -0.0597, 0.0713, 0.0747, 0.0672, 0.1106, 0.1107, 0.1059, 0.1008, 0.0691, 0.0823, 0.0747, -0.0810, -0.2805, -0.1621, -0.2778, -0.0848, 0.0841, 0.0728, 0.0625, 0.1197, 0.1054, 0.1078, 0.1232, 0.0617, 0.0724, 0.0799, -0.0807, -0.2808, -0.1718, -0.2772, -0.0825, 0.0774, 0.0747, 0.0637, 0.1175, 0.1074, 0.1078, 0.1223, 0.0630, 0.0730, 0.0813, -0.0742, -0.2812, -0.1705, -0.2841, -0.0820, 0.0715, 0.0766, 0.0677, 0.1176, 0.1058, 0.1096, 0.1191, 0.0649, 0.0757, 0.0798]
}

=====

(2)
{
  "formula": "C22H62CrKN7O13PS2",
  "method": "ωB97M-V with the def2-TZVPD basis set",
  "molar_mass_da": 819.0,
  "orbital_gap_ev": [7.145, 4.319],
  "spin_multiplicity": 6,
  "s2": 8.769,
  "symbols": ["Cr", "K", "S", "O", "O", "O", "O", "S", "O", "O", "O", "O", "O", "P", "N", "C", "C", "N", "C", "C", "N", "C", "C", "H", "H", "H", "H", "H", "H", "H", "H", "H", "H", "H", "H", "H", "H", "H", "H", "H", "H", "C", "C", "C", "O", "C", "N", "H", "H", "H", "H", "H", "H", "H", "H", "H", "H", "H", "C", "C", "C", "O", "C", "N", "H", "H", "H", "H", "H", "H", "H", "H", "H", "H", "H", "C", "C", "C", "O", "C", "N", "H", "H", "H", "H", "H", "H", "H", "H", "H", "H", "H", "C", "C", "C", "O", "C", "N", "H", "H", "H", "H", "H", "H", "H", "H", "H", "H", "H"],
  "xyz": [[8.2248, 3.5564, -17.3519], [8.1576, 0.5748, -20.5739], [6.3696, 1.6132, -17.8678], [6.7796, 2.3131, -16.6695], [7.0346, 2.4246, -18.8564], [6.9017, 0.2507, -17.9183], [4.9188, 1.6281, -18.1518], [10.6189, 1.5681, -18.4357], [9.6128, 2.0977, -17.5326], [10.8440, 2.5128, -19.4934], [11.8574, 1.3610, -17.7598], [10.1533, 0.2945, -18.9273], [6.8508, 5.1994, -17.4635], [5.8955, 6.3556, -17.4457], [6.1617, 7.4811, -18.7539], [6.9716, 8.6317, -18.6126], [6.0838, 6.9824, -20.1383], [5.8204, 7.3484, -16.0597], [4.8609, 8.4379, -15.8814], [6.9789, 7.4554, -15.1770], [4.3679, 5.7345, -17.6622], [3.2063, 6.4778, -18.2618], [4.0088, 4.4677, -17.1034], [7.9785, 8.2278, -18.7170], [6.8653, 9.1460, -17.6574], [6.6410, 9.3328, -19.3789], [5.2141, 6.3315, -20.2277], [7.0166, 6.4773, -20.3889], [5.8991, 7.7987, -20.8366], [4.7726, 8.7674, -14.8462], [5.1519, 9.2275, -16.5743], [3.8653, 8.1456, -16.2151], [6.6655, 7.3838, -14.1356], [7.6160, 6.5978, -15.3932], [7.3912, 8.4483, -15.3567], [3.4674, 7.4941, -18.5567], [3.0815, 6.0169, -19.2417], [2.3296, 6.5835, -17.6229], [4.5779, 4.2855, -16.1918], [4.3138, 3.8415, -17.9418], [2.9375, 4.3324, -16.9547], [5.5174, 2.4622, -22.1650], [4.0787, 1.9557, -21.8319], [3.1472, 1.5966, -23.0062], [3.1089, 2.7453, -23.7904], [2.4855, 2.6517, -25.0927], [4.1321, 0.8726, -20.8753], [6.1265, 1.6870, -22.6300], [6.0658, 2.9490, -21.3585], [5.4788, 3.1234, -23.0307], [3.5191, 2.7614, -21.3567], [2.1332, 1.3312, -22.7070], [3.4869, 0.7140, -23.5481], [2.6442, 3.5653, -25.6657], [1.4265, 2.4559, -24.9246], [2.8812, 1.7400, -25.5402], [3.2438, 0.4692, -20.6142], [4.5227, 1.2168, -20.0098], [5.4332, -2.3262, -16.4435], [6.8455, -2.9594, -16.5856], [6.8071, -4.4799, -16.4876], [6.1455, -4.9530, -15.3226], [6.7749, -4.6018, -14.1043], [7.5041, -2.4357, -17.7696], [5.4556, -1.2622, -16.6790], [5.0655, -2.4602, -15.4262], [4.7486, -2.8085, -17.1412], [7.4613, -2.5903, -15.7654], [7.8274, -4.8587, -16.4292], [6.2671, -4.9387, -17.3158], [6.6340, -3.5488, -13.8604], [7.8396, -4.8258, -14.1694], [6.4158, -5.2966, -13.3451], [6.9309, -2.7212, -18.5506], [7.3234, -1.4510, -17.9026], [4.8987, 1.5537, -14.1299], [6.1602, 0.7871, -13.6857], [5.8959, -0.2971, -12.5870], [5.3269, 0.2699, -11.3829], [4.7618, -0.7163, -10.5742], [6.8723, 0.3243, -14.8148], [4.4715, 1.9956, -13.2297], [4.0662, 0.9384, -14.4712], [5.1641, 2.3236, -14.8544], [6.8695, 1.4014, -13.1310], [6.8445, -0.7461, -12.2928], [5.2217, -1.0218, -13.0436], [4.4936, -0.0584, -9.7476], [5.4830, -1.4935, -10.3212], [3.8022, -1.1635, -10.8336], [6.2778, -0.2577, -15.3875], [6.9589, 1.0786, -15.4809], [1.7996, -0.7450, -17.0193], [1.3337, 0.6209, -17.5029], [1.3138, 1.6884, -16.3928], [0.3155, 1.5288, -15.3911], [-0.9792, 1.9686, -15.8280], [2.3328, 0.9282, -18.5440], [2.8729, -0.8224, -16.8452], [1.5409, -1.4452, -17.8136], [1.2784, -1.1202, -16.1386], [0.3894, 0.5085, -18.0356], [1.4083, 2.6525, -16.8925], [2.2663, 1.7543, -15.8671], [-1.6759, 1.9913, -14.9900], [-1.3162, 1.3297, -16.6443], [-1.0174, 2.9533, -16.2937], [3.2970, 0.9813, -18.2481], [2.2839, 1.8267, -19.0027]],
  "forces_ev_per_angstrom": [[-0.9, -0.2, -0.5], [-0.5, -0.1, 0.3], [-2.9, -3.4, -2.5], [0.4, 1.9, 3.7], [2.0, 2.1, -3.8], [-0.2, 0.7, 0.2], [1.5, 0.2, 1.3], [-2.2, -0.4, -0.5], [-1.4, 1.5, 1.8], [0.5, 1.1, -1.6], [2.8, -0.4, 1.3], [0.1, -0.9, -0.7], [1.1, 0.0, 1.0], [-2.1, 2.2, -1.2], [-2.6, -2.5, 1.4], [0.6, 0.1, 0.3], [-0.2, -0.1, 0.8], [0.7, -1.6, -0.2], [-0.3, -0.6, -1.4], [-0.7, -0.1, -0.4], [-0.6, 3.7, -0.2], [1.9, 0.2, -0.7], [0.8, -1.1, -1.0], [0.7, 1.2, -0.3], [0.0, -0.3, 0.1], [0.6, 0.1, -0.1], [0.3, -0.3, 0.0], [-0.1, -0.2, -0.4], [0.2, 0.2, 0.1], [0.4, -0.1, -0.1], [-0.1, 0.7, 0.4], [0.0, -0.2, 0.1], [0.0, 0.0, 0.1], [0.5, 0.5, 0.1], [0.8, -0.2, 0.2], [0.4, 0.1, 0.4], [-1.1, -0.3, 0.2], [0.0, -0.7, 0.0], [-0.2, -0.4, -0.1], [-0.2, -1.3, 0.9], [0.1, 0.4, 0.2], [-0.9, -0.3, -1.4], [-0.5, 0.0, 0.7], [0.8, 0.0, -0.2], [0.0, 1.4, -1.5], [0.1, -1.2, 1.9], [1.0, -0.8, -0.3], [0.1, -0.7, 0.5], [-0.3, -0.2, 0.2], [-0.3, 0.6, 0.3], [0.2, 0.8, -0.1], [-0.2, 0.0, 0.7], [0.5, -0.1, -0.4], [0.2, -0.2, 0.2], [-0.3, 0.3, -0.3], [0.2, 0.2, -0.7], [-0.3, 0.1, -0.2], [0.1, -0.1, 0.2], [0.4, -0.6, 0.3], [-0.7, 1.5, 0.6], [0.2, 0.1, 0.4], [-0.4, 0.2, 0.1], [0.2, -0.6, -0.5], [0.1, -1.1, -1.3], [0.0, -0.1, -0.1], [-0.3, 0.0, 0.0], [-0.2, -0.1, 0.0], [0.0, 0.0, 0.3], [0.3, -0.1, -0.5], [0.1, 0.1, -0.2], [-0.1, 0.0, 0.3], [0.4, 0.3, -0.1], [-0.4, 0.4, 0.1], [-0.1, -0.9, -0.6], [0.4, 0.4, 1.1], [0.0, 0.2, 1.7], [-0.8, 0.4, 1.6], [-0.2, 0.8, -0.7], [0.1, -0.3, -2.4], [-0.2, 1.2, 1.4], [0.7, -1.5, -0.9], [0.0, 0.5, 0.0], [0.4, -0.4, -0.5], [-0.2, -0.1, 0.0], [-0.2, 0.9, -0.1], [0.1, -0.3, -0.3], [-0.2, -0.4, 0.3], [0.1, -0.8, 0.9], [0.0, -0.1, 0.2], [0.0, -0.1, -1.0], [-0.1, -0.7, 0.3], [0.6, 0.2, 0.7], [-0.9, -0.8, 0.1], [1.8, 0.1, -0.1], [0.6, -0.3, -0.1], [-0.5, 1.1, -0.7], [0.4, -0.4, -0.4], [-0.3, 0.4, -0.6], [0.0, 0.3, 0.0], [0.3, -0.2, -0.1], [-0.1, 0.3, 0.2], [-0.3, 0.2, 0.4], [-1.3, 0.6, -0.1], [0.2, -0.9, 0.2], [0.2, -0.4, 0.0], [-0.4, -0.4, 0.2], [0.6, 0.5, 0.3], [0.0, -0.7, 0.8], [-1.0, 0.4, 0.0]],
  "lowdin_spin": [3.8188, 0.0021, 0.0076, 0.0304, 0.0478, 0.0031, 0.0049, -0.0284, 0.0205, 0.3116, 0.4711, 0.2709, 0.0303, 0.0051, -0.0005, 0.0000, 0.0000, 0.0011, 0.0003, 0.0003, 0.0009, 0.0002, 0.0001, 0.0000, 0.0000, 0.0000, 0.0000, 0.0000, 0.0000, 0.0000, 0.0000, 0.0000, 0.0000, 0.0009, 0.0000, 0.0000, 0.0000, 0.0000, 0.0001, 0.0000, 0.0000, 0.0001, 0.0000, 0.0000, 0.0000, 0.0000, 0.0000, 0.0000, 0.0001, 0.0000, 0.0000, 0.0000, 0.0000, 0.0000, 0.0000, 0.0000, 0.0000, 0.0000, 0.0000, 0.0000, 0.0000, 0.0000, 0.0000, 0.0000, 0.0000, 0.0000, 0.0000, 0.0000, 0.0000, 0.0000, 0.0000, 0.0000, 0.0000, 0.0000, 0.0000, 0.0000, 0.0001, 0.0000, 0.0000, 0.0000, 0.0002, 0.0000, 0.0000, -0.0001, 0.0000, 0.0000, 0.0000, 0.0000, 0.0000, 0.0000, 0.0000, 0.0002, 0.0000, 0.0000, 0.0000, 0.0000, 0.0000, 0.0001, 0.0000, 0.0000, 0.0000, 0.0000, 0.0000, 0.0000, 0.0000, 0.0000, 0.0000, 0.0000, 0.0000]
}